Record 1
Here is C16H31F3O3P2PbS as an isolated structure at a distorted geometry from OMol25. Energies are from ωB97M-V with the def2-TZVPD basis set.

Positions of all 57 atoms, in Å:
P: -1.3408 -1.2806 -2.2052
P: 2.1592 -1.2067 -0.2302
C: 0.3946 -1.7584 -2.4247
C: 1.1667 -2.3565 -1.2341
H: 0.8602 -0.7941 -2.7747
H: 0.4240 -2.4429 -3.2955
H: 0.5231 -2.9692 -0.5694
H: 1.9153 -3.0428 -1.6751
C: 3.8290 -1.2195 -0.8959
H: 4.5168 -0.6907 -0.2289
H: 3.8887 -0.7660 -1.8821
H: 4.1643 -2.2647 -0.9539
C: 2.2889 -1.8802 1.4392
H: 3.1881 -2.5175 1.4765
H: 1.4237 -2.5185 1.6934
H: 2.4088 -1.0838 2.1929
C: -1.7748 -0.6265 -3.8386
H: -2.6716 -0.0005 -3.7277
H: -1.9956 -1.4393 -4.5422
H: -0.9509 -0.0149 -4.2453
C: -2.3001 -2.7520 -1.8788
H: -1.7121 -3.4714 -1.2758
H: -2.6019 -3.2372 -2.8257
H: -3.2162 -2.4576 -1.3253
Pb: -0.7327 -0.9551 3.7236
C: 1.5489 0.5749 -0.7439
C: 1.0935 0.8888 -2.1125
C: 0.3778 2.1807 -2.3349
C: -0.8834 2.5185 -1.4638
C: -1.8705 1.4786 -1.5107
C: -1.6767 0.1171 -1.0893
C: -0.8317 -0.0995 0.2062
C: 0.4592 0.7203 0.3782
C: -2.6515 -0.0639 3.2350
H: 2.3876 1.2561 -0.4951
H: 1.9103 0.8376 -2.8539
H: 0.0570 2.2683 -3.3983
H: 1.0991 2.9675 -2.2034
H: -0.5168 2.7805 -0.4574
H: -1.3771 3.4042 -1.8988
H: -2.8547 1.7770 -1.8876
H: -2.6973 -0.2305 -0.8282
H: -0.6205 -1.1868 0.3452
H: -1.5220 0.1448 1.0389
H: 0.2608 1.7724 0.6317
H: 0.8944 0.3441 1.3138
H: -3.0535 0.4953 4.0931
H: -3.2879 -0.9276 2.9621
H: -2.5304 0.6108 2.3773
F: 1.4451 3.6237 4.0269
C: 1.0143 2.8571 5.0622
F: 1.9738 1.9623 5.3846
F: 0.7564 3.6378 6.1262
S: -0.5101 1.9366 4.4937
O: -1.5670 2.9118 4.3917
O: 0.0121 1.3462 3.2256
O: -0.6939 0.8416 5.4884

- HOMO energy (eV) = -4.28
- charge = 0
- gap between HOMO and LUMO (eV) = 3.3
- LUMO (eV) = -0.99
- relative energy (zero: lowest compared OMol25 entry of this formula, charge and spin) (kJ/mol) = 508.8
- energy (eV) = -66041.9098


Record 2
Here is C16H31F3O3P2SSr as an isolated structure at a distorted geometry from OMol25. Energies are from ωB97M-V with the def2-TZVPD basis set.

Positions of all 57 atoms, in Å:
P: -0.1625 -1.6147 -2.8115
P: 0.1021 1.6744 -2.7285
C: -0.3844 -0.6158 -4.3552
C: 0.3198 0.7501 -4.3226
H: -1.4700 -0.5087 -4.5078
H: 0.0229 -1.2423 -5.1621
H: 1.4054 0.6504 -4.4816
H: -0.0864 1.4115 -5.1019
C: -1.5540 2.4020 -3.0272
H: -1.8192 3.0615 -2.1935
H: -2.3157 1.6152 -3.1104
H: -1.5082 2.9784 -3.9600
C: 1.2377 3.0769 -2.9491
H: 0.8955 3.6971 -3.7881
H: 2.2443 2.6850 -3.1482
H: 1.2575 3.6633 -2.0227
C: -1.2002 -3.0729 -3.1346
H: -1.1393 -3.7525 -2.2762
H: -0.8464 -3.5722 -4.0466
H: -2.2400 -2.7430 -3.2566
C: 1.5344 -2.2391 -3.1195
H: 2.2650 -1.4198 -3.1029
H: 1.5377 -2.7215 -4.1056
H: 1.8073 -2.9650 -2.3455
Sr: 0.1255 -0.1989 4.7695
C: 0.4448 1.8341 0.2121
C: -0.8823 1.6139 0.1172
C: -1.5523 0.4280 -0.4872
C: -1.7478 -0.8245 0.4007
C: -0.7259 -1.8687 0.1341
C: 0.6049 -1.6808 0.0172
C: 1.3048 -0.4469 -0.4579
C: 1.4639 0.7700 0.4867
C: 0.1291 -2.7600 4.9769
H: 0.7922 2.8636 0.3722
H: -1.5716 2.3973 0.4677
H: -1.0147 0.0669 -1.3899
H: -2.5399 0.7378 -0.8741
H: -1.7978 -0.5322 1.4608
H: -2.7350 -1.2526 0.1636
H: -1.0780 -2.9013 0.2253
H: 1.2745 -2.5340 0.2061
H: 0.8028 -0.0283 -1.3645
H: 2.3127 -0.7414 -0.8123
H: 1.4544 0.4387 1.5353
H: 2.4669 1.1957 0.3164
H: 0.8152 -3.0923 5.7748
H: 0.5073 -3.1482 4.0153
H: -0.8531 -3.2241 5.1640
F: -1.0779 1.5503 8.5383
C: -0.0088 1.0360 7.9103
F: 0.9556 0.7542 8.8029
F: -0.4259 -0.2068 7.3753
S: 0.5912 2.0609 6.4850
O: 0.9712 3.3312 7.0210
O: 1.6685 1.1816 5.9333
O: -0.5783 1.9825 5.5616

- HOMO energy (eV) = -7.15
- charge = 0
- gap between HOMO and LUMO (eV) = 6.8
- LUMO (eV) = -0.33
- relative energy (zero: lowest compared OMol25 entry of this formula, charge and spin) (kJ/mol) = 0.0
- energy (eV) = -61635.1552


Record 3
Here is C16H31FeNP2 as an isolated structure at a distorted geometry from OMol25. Energies are from ωB97M-V with the def2-TZVPD basis set.

Positions of all 51 atoms, in Å:
P: -1.3915 2.3250 -1.8215
P: -1.0848 0.1941 3.9063
C: -0.6385 -0.3299 1.0128
C: -0.5685 -0.8586 2.4536
H: -1.6528 -0.4827 0.5826
H: -0.4431 0.7431 0.9634
H: -1.1973 -1.7701 2.4619
H: 0.4682 -1.1713 2.6917
C: 0.4519 0.8271 4.6025
H: 0.2398 1.4158 5.5027
H: 0.9519 1.4718 3.8706
H: 1.1242 -0.0003 4.8582
C: -2.1422 -0.4566 5.1781
H: -1.5560 -0.9051 5.9856
H: -2.8361 -1.1978 4.7726
H: -2.7295 0.3774 5.5795
C: -0.2993 3.2371 -2.9735
H: -0.7589 4.1845 -3.2885
H: -0.0882 2.6050 -3.8481
H: 0.6467 3.4230 -2.4427
C: -2.7972 1.9174 -2.9176
H: -3.3796 1.1307 -2.4188
H: -2.3943 1.5157 -3.8562
H: -3.4212 2.7985 -3.1135
Fe: 0.5499 -1.2815 -0.4498
C: 1.5303 -2.9003 -0.2245
C: 2.2980 -1.7498 0.1903
C: 3.3698 -1.1491 -0.7012
C: 2.8131 -0.7286 -2.0975
C: 1.3066 -0.5034 -2.0583
C: 0.3564 -1.5653 -2.3522
C: 0.8418 -2.9535 -2.7153
C: 1.6985 -3.5685 -1.5784
C: -2.0489 3.6560 -0.7728
H: 1.0485 -3.5316 0.5428
H: 2.3979 -1.5299 1.2650
H: 4.2088 -1.8470 -0.8636
H: 3.8208 -0.2827 -0.1839
H: 3.3229 0.2023 -2.4026
H: 3.0954 -1.5072 -2.8256
H: 1.0384 0.5551 -2.2199
H: -0.6216 -1.2971 -2.7705
H: 1.4577 -2.9595 -3.6480
H: -0.0461 -3.5935 -2.8845
H: 1.3729 -4.6139 -1.4632
H: 2.7522 -3.5838 -1.8985
H: -1.2491 4.0083 -0.1059
H: -2.8428 3.2200 -0.1507
H: -2.4085 4.4686 -1.4173
N: -2.5913 2.4726 2.8077
C: -1.9753 1.5697 3.2368

- HOMO energy (spin up / spin down) (eV) = -3.75 / -6.34
- charge = 0
- gap between HOMO and LUMO (spin up / spin down) (eV) = 3.3 / 5.9
- LUMO (spin up / spin down) (eV) = -0.41 / -0.41
- spin multiplicity = 5
- relative energy (zero: lowest compared OMol25 entry of this formula, charge and spin) (kJ/mol) = 0.0
- energy (eV) = -71542.7311